*i*
Here is 2 unconnected molecules or ions with the total composition C10H10N2O2 from the Open Molecules 2025 dataset. Energies are from the ωB97M-V functional and the def2-TZVPD basis.

- total charge = 0
- HOMO (eV) = -9.3
- Kohn-Sham gap (Eh) = 0.3532
- structure (SMILES) = O=c1cc[nH]c(=O)[nH]1.c1ccccc1
- 2S+1 = 1

Positions of all 24 atoms, in Å:
H (2.231, -3.175, 0.005)
C (-1.518, 1.323, 1.774)
N (-1.592, 2.519, 1.039)
C (0.840, 1.311, 1.123)
C (0.085, -0.747, -0.585)
C (1.395, -2.684, -0.455)
C (-0.193, -2.422, -2.319)
C (-0.153, 0.776, 1.808)
H (1.708, -1.050, 0.811)
H (-0.171, 0.150, -0.137)
O (-2.523, 0.852, 2.268)
H (1.345, 2.986, -0.028)
H (-2.531, 2.919, 0.988)
O (-0.757, 4.160, -0.307)
C (1.216, -1.421, -0.096)
C (-0.498, -1.168, -1.854)
H (1.820, 0.914, 1.179)
H (-1.028, -2.700, -2.913)
N (0.651, 2.496, 0.445)
H (0.865, -4.327, -1.736)
H (-1.403, -0.640, -2.133)
C (0.737, -3.148, -1.599)
C (-0.591, 3.143, 0.320)
H (0.061, -0.067, 2.399)



*ii*
Here is C10H10N2O2 in the gas phase from the Open Molecules 2025 dataset. Energies are from the ωB97M-V functional and the def2-TZVPD basis.

- total charge = 0
- HOMO (eV) = -8.1
- Kohn-Sham gap (Eh) = 0.2761
- structure (SMILES) = C=C/C=C\C=C(/c1ccc[nH]1)[N+](=O)[O-]
- 2S+1 = 1

Positions of all 24 atoms, in Å:
O (-2.320, 0.564, -3.409)
H (-1.255, -2.436, -1.617)
C (-1.060, -1.572, -0.986)
H (-1.191, 0.237, 1.101)
H (-1.058, 2.629, 1.840)
C (-1.386, 0.910, -0.886)
H (0.668, -1.978, 1.994)
H (1.949, 0.029, 1.183)
C (-1.435, 2.198, -1.395)
H (3.422, -0.566, -0.641)
C (1.711, -0.816, 0.546)
C (-1.310, 3.083, -0.317)
C (2.542, -1.146, -0.431)
N (-1.930, -0.454, -2.882)
C (-1.434, -0.386, -1.520)
N (-1.233, 1.022, 0.471)
C (-0.572, -1.918, 0.340)
O (-1.935, -1.538, -3.431)
C (-1.188, 2.326, 0.821)
C (0.553, -1.596, 0.982)
H (-1.550, 2.469, -2.424)
H (-1.301, 4.153, -0.372)
H (2.354, -1.997, -1.064)
H (-1.242, -2.612, 0.843)



*iii*
Here is 2 unconnected molecules or ions with the total composition C10H10N2O2 from the Open Molecules 2025 dataset. Energies are from the ωB97M-V functional and the def2-TZVPD basis.

- total charge = 0
- HOMO (eV) = -8.0
- Kohn-Sham gap (Eh) = 0.3176
- structure (SMILES) = O=c1cc[nH]c(=O)[nH]1.c1ccccc1
- 2S+1 = 1

Positions of all 24 atoms, in Å:
H (-1.522, -2.276, -0.453)
H (-2.259, -1.794, 1.627)
H (-2.406, 0.773, 2.401)
C (-1.791, -1.170, -0.356)
C (-2.214, 0.402, 1.368)
H (-0.388, 0.635, -0.306)
O (0.024, -1.811, -0.460)
C (3.295, -0.605, 0.282)
H (3.893, 1.581, 0.036)
H (-1.784, 1.929, -1.843)
C (-1.645, -0.201, -1.343)
H (4.270, -1.085, 0.309)
C (0.864, -0.979, -0.159)
C (-1.924, 1.108, -0.989)
C (3.117, 0.704, 0.094)
O (1.534, 2.456, 0.057)
N (0.688, 0.391, -0.339)
H (-2.431, 2.441, 0.626)
C (-2.113, -0.946, 1.006)
H (2.175, -2.497, 0.188)
C (1.750, 1.316, -0.023)
C (-2.327, 1.413, 0.336)
N (2.199, -1.450, 0.277)
H (-1.005, -0.335, -2.335)



Q: Which of them is the most stable? A: *i*.